One molecule with the formula C7H11NO at a distorted geometry, computed with ωB97M-V/def2-TZVPD.

The HOMO energy (spin up / spin down) is -8.2 / -8.2 eV. The LUMO energy (spin up / spin down) is -0.241 / -0.241 eV. The total energy is -10972.055 eV. The energy above the lowest of the compared OMol25 structures with the same formula, charge and spin comes out at 3.222 eV. Its HOMO-LUMO gap (spin up / spin down) is 7.97 / 7.97 eV.

```
! wB97M-V def2-TZVPD RIJCOSX def2/J DEFGRID3
* xyz 0 1
C -0.87 0.51 1.15
C 1.56 -2.02 0.14
C 1.73 -0.82 -0.40
C -1.59 0.49 -0.22
C 1.18 0.43 0.09
C -2.60 -0.69 -0.14
C 1.83 1.73 -0.29
N 0.37 0.45 1.15
O -0.71 0.43 -1.20
H -1.43 0.56 2.07
H 1.97 -2.90 -0.33
H 1.03 -2.18 1.06
H 2.29 -0.72 -1.32
H -2.18 1.44 -0.22
H -3.04 -0.81 -1.12
H -3.38 -0.47 0.59
H -2.09 -1.61 0.12
H 2.19 2.23 0.61
H 1.10 2.37 -0.77
H 2.65 1.56 -0.97
*
```